[1]
Formula: C12H28InNO2
Source: OMol25
Level of theory: wB97M-V/def2-TZVPD

The geometry in XYZ format:
```
44
Properties=species:S:1:pos:R:3:lowdin_charge:R:1
C 2.263 3.788 -0.604 -0.13
C 1.023 4.507 -1.126 -0.27
C -0.267 3.821 -0.685 -0.48
O -1.390 4.400 -1.245 -0.46
In -3.148 4.296 -0.071 0.26
H 2.335 2.794 -1.048 0.06
H 3.183 4.333 -0.806 0.05
H 2.172 3.640 0.476 0.06
H 1.004 5.539 -0.762 0.10
H 1.040 4.557 -2.216 0.10
H -0.273 3.827 0.419 0.08
H -0.176 2.751 -0.970 0.10
H -2.744 3.182 1.269 -0.14
H -4.384 3.537 -1.093 -0.16
H -3.577 5.899 0.534 -0.16
C -0.418 -2.857 2.207 -0.03
C 0.624 -1.993 1.487 -0.49
C 0.096 -0.576 1.258 -0.12
C -1.016 -0.516 0.215 -0.16
C -0.562 -1.135 -1.105 -0.12
C 0.022 -2.545 -0.969 -0.49
N 1.012 -2.568 0.157 -0.11
O 2.197 -2.264 -0.200 -0.03
C -1.092 -3.580 -0.762 -0.03
C 0.765 -2.924 -2.242 -0.05
C 1.870 -1.963 2.359 -0.05
H -0.459 -2.551 3.253 0.08
H -1.424 -2.752 1.814 0.06
H -0.139 -3.911 2.174 0.09
H 0.924 0.059 0.929 0.13
H -0.251 -0.174 2.212 0.13
H -1.922 -1.006 0.581 0.11
H -1.287 0.526 0.047 0.11
H -1.400 -1.181 -1.805 0.13
H 0.190 -0.483 -1.559 0.12
H -0.669 -4.552 -0.504 0.09
H -1.650 -3.689 -1.692 0.08
H -1.810 -3.303 0.003 0.06
H 1.514 -2.183 -2.508 0.08
H 0.041 -2.993 -3.055 0.09
H 1.263 -3.888 -2.133 0.09
H 2.281 -2.966 2.485 0.09
H 1.596 -1.574 3.340 0.09
H 2.643 -1.327 1.938 0.08
```

As for the total charge: -1. Its HOMO energy (spin up / spin down) is -4.60 / -4.60 eV. The expectation value of S² is 0.7541. The calculation puts the total energy at -23655.0941 eV. The value obtained for the orbital gap (spin up / spin down) is 7.2 / 7.2 eV. The calculation puts the LUMO energy (spin up / spin down) at 2.642 / 2.555 eV. Its spin multiplicity is 2. The molecular weight is 333.2 u.

[2]
Formula: C12H28IrN3O2S2Si
Source: OMol25
Level of theory: wB97M-V/def2-TZVPD

The geometry in XYZ format:
```
49
Properties=species:S:1:pos:R:3:lowdin_charge:R:1
Ir 0.288 0.074 0.260 1.10
C -3.724 5.783 -0.314 -0.17
Si -2.590 4.507 -1.040 0.52
C -1.023 5.275 -1.685 -0.17
C -3.441 3.473 -2.337 -0.17
C -2.122 3.307 0.384 -0.20
C -2.605 3.474 1.684 -0.02
C -2.235 2.624 2.732 -0.02
C -1.400 1.565 2.466 -0.10
N -0.962 1.346 1.218 -0.18
C -1.281 2.214 0.220 -0.63
S -0.376 1.675 -1.218 0.68
H -4.012 6.493 -1.092 0.05
H -3.243 6.357 0.481 0.05
H -4.644 5.346 0.079 0.05
H -1.267 6.038 -2.427 0.05
H -0.367 4.547 -2.165 0.01
H -0.464 5.763 -0.884 0.04
H -3.813 4.114 -3.139 0.05
H -4.294 2.934 -1.920 0.04
H -2.761 2.748 -2.792 0.00
H -3.270 4.302 1.894 0.11
H -2.589 2.786 3.740 0.12
H -1.079 0.885 3.245 0.12
N 1.872 0.829 1.365 -0.08
C 3.152 0.216 0.892 -0.18
C 3.096 0.144 -0.610 -0.20
N 1.869 -0.605 -1.004 -0.11
H 1.914 1.847 1.395 0.13
H 1.748 0.520 2.328 0.11
H 3.182 -0.793 1.309 0.13
H 4.011 0.765 1.274 0.14
H 3.996 -0.297 -1.037 0.14
H 2.988 1.151 -1.016 0.13
H 2.020 -1.610 -1.044 0.12
H 1.669 -0.324 -1.962 0.08
O 0.217 -1.503 1.914 -0.08
H -0.555 -1.304 2.460 0.08
H 0.047 -2.376 1.537 0.09
C -2.678 -0.752 -2.769 -0.22
S -1.144 -1.457 -2.199 0.88
C -1.556 -3.181 -2.336 -0.22
O -1.125 -1.226 -0.673 -0.69
H -3.509 -1.220 -2.244 0.08
H -2.747 -0.921 -3.844 0.08
H -2.637 0.314 -2.559 0.02
H -1.659 -3.416 -3.395 0.08
H -2.486 -3.371 -1.802 0.08
H -0.740 -3.762 -1.912 0.07
```

As for the total charge: +2. Its HOMO energy is -14.19 eV. The calculation puts the total energy at -53839.0966 eV. The value obtained for the orbital gap is 8.3 eV. The calculation puts the LUMO energy at -5.914 eV. Its spin multiplicity is 1. For the energy relative to the best compared isomer or geometry (same formula, charge and spin), the calculation gives 0.0 kcal/mol. The molecular weight is 530.8 u.

[3]
Formula: C12H28NO6S3
Source: OMol25
Level of theory: wB97M-V/def2-TZVPD

The geometry in XYZ format:
```
50
Properties=species:S:1:pos:R:3:lowdin_charge:R:1
N -1.485 -1.763 2.697 0.41
H -2.098 -1.177 3.181 0.14
H -0.552 -1.947 3.010 0.15
H -1.651 -1.286 1.946 0.03
H -1.806 -2.662 2.544 0.14
C -2.716 0.202 -1.362 -0.26
C -3.881 1.203 -1.481 -0.13
C -3.936 1.741 -0.013 -0.19
S -2.328 1.717 0.522 0.71
O -2.400 1.075 1.840 -0.34
O -1.730 3.015 0.380 -0.29
C -1.546 0.731 -0.775 -0.23
H -2.682 -0.033 -2.413 0.11
H -3.215 -0.859 -0.884 0.20
H -4.872 0.891 -1.696 0.12
H -3.477 1.835 -2.176 0.09
H -4.412 0.884 0.501 0.14
H -4.347 2.506 0.086 -0.01
H -0.892 0.191 -0.301 0.01
H -1.061 1.496 -1.265 0.10
C 1.741 2.872 1.036 -0.21
C 1.174 2.589 2.323 -0.19
C 1.973 1.346 2.930 -0.18
S 2.240 0.196 1.652 0.64
O 1.134 -0.682 1.704 -0.33
O 3.634 -0.231 1.690 -0.30
C 2.048 1.449 0.413 -0.20
H 2.640 3.410 1.044 0.10
H 1.083 3.481 0.375 0.13
H 0.121 2.287 2.076 0.11
H 1.030 3.377 2.938 0.09
H 1.429 0.862 3.633 0.06
H 3.004 1.569 3.266 0.13
H 1.115 1.101 -0.059 0.07
H 2.931 1.595 -0.312 0.15
C 1.956 -1.764 -3.043 -0.24
C 2.761 -1.808 -1.753 -0.21
C 2.236 -2.824 -0.830 -0.22
S 0.561 -2.806 -1.282 0.62
O -0.240 -2.212 -0.315 -0.31
O 0.166 -4.130 -1.722 -0.29
C 0.556 -1.822 -2.666 -0.29
H 2.140 -2.598 -3.854 0.17
H 2.171 -0.824 -3.562 0.12
H 2.539 -0.891 -1.279 0.08
H 3.837 -1.906 -2.030 0.15
H 2.387 -2.635 0.154 0.06
H 2.654 -3.810 -0.951 0.13
H 0.183 -0.842 -2.362 0.10
H -0.115 -2.107 -3.554 0.16
```

As for the total charge: +1. Its HOMO energy is -13.03 eV. The calculation puts the total energy at -59166.0360 eV. The value obtained for the orbital gap is 10.0 eV. The calculation puts the LUMO energy at -3.015 eV. Its spin multiplicity is 1. For the energy relative to the best compared isomer or geometry (same formula, charge and spin), the calculation gives 36.0 kcal/mol. The molecular weight is 378.6 u.

[4]
Formula: C12H28O4Si
Source: OMol25
Level of theory: wB97M-V/def2-TZVPD

The geometry in XYZ format:
```
45
Properties=species:S:1:pos:R:3:lowdin_charge:R:1
C 1.031 0.579 -3.893 -0.10
C 1.370 1.878 -3.121 -0.20
C 1.209 1.752 -1.609 -0.41
C 1.417 3.102 -0.775 0.00
O -0.053 1.119 -1.363 -0.15
Si -0.070 -0.153 -0.254 0.20
O 0.053 -1.537 -1.204 -0.08
O 1.057 0.039 0.864 -0.07
C 1.319 -0.965 1.780 -0.46
C 1.705 -0.346 3.121 -0.03
C 2.225 -2.150 1.380 -0.21
C 2.112 -3.432 2.218 -0.10
O -1.376 -0.319 0.748 -0.13
C -2.718 -0.439 0.222 -0.42
C -3.468 -1.669 0.731 -0.05
C -3.436 0.838 0.617 -0.19
C -2.640 1.978 -0.036 -0.09
H 1.603 -0.200 -3.408 0.07
H 0.012 0.159 -3.939 0.08
H 1.329 0.703 -4.912 0.06
H 0.592 2.657 -3.429 0.13
H 2.393 2.293 -3.272 0.12
H 1.953 1.048 -1.231 0.12
H 2.238 2.948 -0.133 0.05
H 1.714 3.880 -1.444 0.06
H 0.541 3.347 -0.138 0.09
H -0.692 -1.583 -1.848 0.08
H 0.324 -1.409 1.896 0.12
H 0.983 0.435 3.390 0.08
H 2.682 0.186 3.014 0.09
H 1.744 -1.057 3.988 0.09
H 3.374 -1.858 1.344 0.15
H 2.018 -2.439 0.366 0.08
H 2.548 -3.264 3.218 0.07
H 2.679 -4.205 1.702 0.07
H 1.052 -3.706 2.307 0.08
H -2.590 -0.619 -0.892 0.15
H -3.035 -2.563 0.246 0.08
H -4.515 -1.722 0.471 0.07
H -3.416 -1.895 1.820 0.10
H -3.511 0.968 1.678 0.11
H -4.485 0.783 0.291 0.12
H -1.626 1.878 0.269 0.03
H -2.972 2.933 0.356 0.07
H -2.668 2.026 -1.138 0.09
```

Its HOMO energy is -10.06 eV. As for the SMILES: CC[C@@H](C)O[Si](O)(O[C@H](C)CC)O[C@@H](C)CC. The calculation puts the total energy at -28969.8084 eV. The value obtained for the orbital gap is 10.8 eV. The calculation puts the LUMO energy at 0.714 eV. Its spin multiplicity is 1. For the energy relative to the best compared isomer or geometry (same formula, charge and spin), the calculation gives 1.9 kcal/mol. The molecular weight is 264.4 u.

[5]
Formula: C12H29B2Br12N2O7S2
Source: OMol25
Level of theory: wB97M-V/def2-TZVPD

The geometry in XYZ format:
```
66
Properties=species:S:1:pos:R:3:lowdin_charge:R:1
N -1.153 2.102 4.708 0.18
B -0.330 2.495 3.624 -0.75
O 0.120 3.773 3.440 0.07
S 0.244 1.275 2.312 0.53
O -0.126 1.874 1.033 -0.35
O 1.691 1.122 2.497 -0.39
N -0.490 -0.080 2.679 -0.34
S -0.538 -1.268 1.611 0.57
O -1.304 -0.954 0.408 -0.41
O -0.965 -2.459 2.331 -0.35
B 1.282 -1.497 1.099 -0.73
O 2.181 -1.871 2.055 0.13
O 1.609 -1.381 -0.208 0.13
H -1.282 2.815 5.412 0.08
H -2.015 1.629 4.491 0.08
H 0.578 3.852 2.593 0.10
H 2.352 -1.149 2.674 0.06
H 1.011 -0.832 -0.738 0.01
Br -5.908 -1.646 -0.156 0.60
C -4.490 -1.765 1.182 -0.67
C -4.224 -3.171 1.624 -0.68
Br -5.617 -3.869 2.807 0.56
H -4.789 -1.121 2.003 0.06
H -3.604 -1.360 0.700 0.03
H -3.299 -3.194 2.194 0.04
H -4.167 -3.861 0.789 0.05
Br 3.539 -0.412 5.520 0.66
C 4.493 1.239 5.885 -0.70
C 3.648 2.213 6.669 -0.69
Br 2.306 3.053 5.550 0.76
H 4.795 1.645 4.925 0.05
H 5.371 0.953 6.461 0.05
H 4.262 3.021 7.062 0.05
H 3.127 1.720 7.483 0.05
Br 1.171 1.195 -2.464 0.72
C 2.928 1.979 -2.728 -0.67
C 4.011 1.164 -2.071 -0.71
Br 4.011 1.401 -0.144 0.68
H 2.888 2.986 -2.324 0.05
H 3.082 2.019 -3.805 0.05
H 4.991 1.490 -2.414 0.02
H 3.897 0.100 -2.258 0.04
Br -1.467 -1.059 -2.757 0.68
C -1.377 -0.511 -4.611 -0.72
C -2.200 -1.387 -5.518 -0.70
Br -1.362 -3.115 -5.839 0.59
H -0.327 -0.502 -4.892 0.03
H -1.763 0.507 -4.637 0.06
H -2.310 -0.931 -6.500 0.05
H -3.179 -1.596 -5.099 0.05
Br -8.087 -1.029 -3.451 0.59
C -9.216 -0.666 -1.916 -0.71
C -10.180 -1.787 -1.638 -0.70
Br -11.652 -1.831 -2.912 0.58
H -9.723 0.273 -2.114 0.05
H -8.537 -0.548 -1.073 0.01
H -10.637 -1.657 -0.661 0.06
H -9.697 -2.758 -1.690 0.05
Br 7.106 1.609 -5.123 0.60
C 8.345 1.187 -3.686 -0.70
C 8.572 -0.296 -3.545 -0.70
Br 7.040 -1.182 -2.756 0.64
H 7.924 1.617 -2.783 0.05
H 9.275 1.694 -3.934 0.06
H 9.409 -0.479 -2.875 0.06
H 8.756 -0.776 -4.501 0.05
```

As for the total charge: -1. Its HOMO energy is -5.91 eV. The calculation puts the total energy at -893768.0533 eV. The value obtained for the orbital gap is 7.7 eV. The calculation puts the LUMO energy at 1.771 eV. Its spin multiplicity is 1. The molecular weight is 1358.0 u.

[6]
Formula: C12H29BrNNbO9P3
Source: OMol25
Level of theory: wB97M-V/def2-TZVPD

The geometry in XYZ format:
```
56
Properties=species:S:1:pos:R:3:lowdin_charge:R:1
C 3.448 -0.332 0.519 -0.40
Nb 1.742 0.515 -0.613 0.97
C -0.276 1.219 -1.387 -0.37
C -1.295 1.941 -0.495 -0.50
O -1.050 3.360 -0.477 -0.09
C -2.758 1.642 -0.836 -0.26
N -3.134 1.521 -2.247 -0.01
P 2.629 2.889 -0.179 0.52
P 4.246 3.475 -1.445 0.14
O 3.994 4.234 -2.688 -0.37
O 5.214 4.273 -0.402 -0.24
O 5.080 2.104 -1.677 -0.25
P 1.369 -1.886 -1.471 0.26
O 0.350 -1.805 -2.773 -0.54
Br 3.245 -2.674 -2.480 0.08
H 3.998 0.441 1.067 -0.03
H 4.121 -0.876 -0.155 -0.05
H 3.074 -1.029 1.279 -0.04
H 0.661 0.288 0.881 -0.05
H 2.494 0.716 -2.289 -0.09
H -0.737 0.274 -1.725 0.01
H -0.081 1.837 -2.276 0.04
H -1.141 1.643 0.546 0.08
H -1.463 3.758 -1.253 0.07
H -3.038 0.705 -0.343 0.11
H -3.374 2.431 -0.388 0.11
H -2.748 2.287 -2.792 0.06
H -2.709 0.685 -2.635 0.05
H 1.717 3.789 -0.758 -0.16
H 6.155 4.184 -0.606 0.06
H 5.722 2.199 -2.394 0.07
H 0.686 -1.201 -3.453 0.02
O -1.223 -2.931 0.851 0.11
C -1.984 -3.281 0.005 -0.49
O -3.300 -2.908 0.003 0.01
C -3.983 -3.503 -1.107 -0.17
C -2.894 -3.838 -2.125 -0.15
C -1.705 -4.133 -1.220 -0.08
H -4.500 -4.400 -0.754 0.12
H -4.720 -2.785 -1.459 0.12
H -3.176 -4.658 -2.783 0.11
H -2.676 -2.962 -2.737 0.11
H -1.665 -5.176 -0.898 0.13
H -0.734 -3.860 -1.626 0.08
O 1.912 -1.070 3.473 0.11
C 0.963 -0.417 3.786 -0.51
O 0.892 0.913 3.614 0.00
C -0.334 1.433 4.141 -0.16
C -1.290 0.247 4.179 -0.15
C -0.334 -0.910 4.417 -0.08
H -0.138 1.838 5.139 0.12
H -0.651 2.239 3.484 0.12
H -2.069 0.360 4.932 0.11
H -1.763 0.131 3.203 0.11
H -0.141 -1.091 5.478 0.12
H -0.626 -1.846 3.947 0.12
```

As for the total charge: -1. Its HOMO energy is -4.50 eV. The calculation puts the total energy at -132291.8129 eV. The value obtained for the orbital gap is 6.6 eV. The calculation puts the LUMO energy at 2.116 eV. Its spin multiplicity is 1. The molecular weight is 597.1 u.